Entry 1:
{
  "formula": "C4H5Cl5F",
  "method": "wB97M-V/def2-TZVPD",
  "s_squared": 0.76,
  "e_lumo_ev": [0.31, -3.38],
  "de_lowest_kcal_mol": 14.3,
  "spin_multiplicity": 2,
  "charge": 0,
  "fmax_ev_per_a": 3.68,
  "e_tot_ev": -69555.1239,
  "homo_lumo_gap_ev": [10.71, 6.86],
  "elements": ["C", "C", "H", "Cl", "H", "Cl", "Cl", "F", "H", "C", "H", "C", "H", "Cl", "Cl"],
  "positions_angstrom": [[-3.1320, -0.4089, 2.8887], [-5.5682, 0.6556, 2.8261], [-3.3840, -0.7370, 1.9027], [-0.6143, -0.1694, 1.4643], [-3.6257, -1.2016, 3.4590], [-6.2924, -0.6484, 3.8276], [-5.9068, 0.2963, 1.0891], [-3.6328, 1.9266, 2.3868], [-4.1254, 1.1495, 4.2244], [-1.6535, -0.1990, 2.8963], [-1.0478, -1.0748, 2.9854], [-4.0303, 0.8342, 3.1694], [-1.3186, 0.5852, 3.6570], [1.0628, -0.3739, -0.1548], [-6.3132, 2.2460, 3.2567]]
}

Entry 2:
{
  "formula": "C18H62F3N28O16",
  "method": "wB97M-V/def2-TZVPD",
  "e_lumo_ev": 1.46,
  "de_lowest_kcal_mol": 230.8,
  "charge": -1,
  "fmax_ev_per_a": 9.07,
  "e_tot_ev": -102315.6851,
  "homo_lumo_gap_ev": 7.33,
  "elements": ["H", "H", "H", "H", "H", "H", "O", "N", "H", "N", "N", "N", "O", "H", "N", "H", "C", "H", "N", "H", "N", "N", "H", "C", "N", "H", "H", "H", "N", "H", "H", "H", "O", "O", "H", "H", "C", "O", "O", "C", "H", "N", "C", "N", "H", "N", "N", "H", "H", "H", "H", "H", "H", "H", "N", "H", "H", "H", "H", "H", "O", "H", "N", "C", "H", "C", "F", "H", "H", "H", "O", "N", "N", "O", "N", "O", "N", "C", "H", "H", "H", "H", "N", "H", "H", "C", "H", "C", "H", "O", "N", "H", "H", "O", "C", "H", "H", "C", "C", "N", "O", "H", "N", "H", "O", "C", "H", "H", "O", "H", "F", "H", "N", "C", "H", "C", "H", "H", "N", "N", "C", "C", "H", "N", "H", "F", "O"],
  "positions_angstrom": [[4.8879, 5.3922, 3.1370], [4.7729, 2.8843, 1.0890], [0.1964, -1.9278, -4.1081], [-3.7257, 5.7321, 1.0354], [1.6785, 4.4376, -0.1421], [2.8998, 6.6911, -2.0400], [0.1189, -0.9388, 0.4977], [-3.2270, 5.0109, 0.5341], [-1.6763, -5.6014, 1.0175], [-2.6475, -5.3403, 1.1106], [-1.1217, 0.0216, 4.3791], [1.9435, 0.5045, -5.8877], [2.1909, -2.5802, -4.2361], [-1.6072, 0.1081, -0.1841], [1.8087, -6.3139, 0.8006], [-4.5599, -3.3859, 2.2392], [-3.0523, -4.5569, 2.0582], [-5.0494, 0.0453, 1.6477], [-3.6243, -4.2688, -2.0930], [-0.5426, -0.4488, -1.3352], [2.4941, 1.2363, -3.9324], [-0.7740, -2.0859, -3.8768], [-0.9957, -2.8203, -3.2199], [-3.4604, 1.1732, 1.4255], [-2.6181, 1.8630, 2.1368], [-2.6329, 1.9500, 3.1430], [2.1116, -6.9172, 0.0494], [-2.0763, -2.3314, 0.3300], [-1.5394, -0.2914, -4.9720], [-3.6418, -3.5972, -2.8471], [4.4277, 4.5761, 1.6090], [1.8964, -1.6294, -1.8200], [0.7841, 6.8864, 0.1861], [1.0953, 0.0347, 2.4489], [-3.1344, 1.0606, -2.0407], [5.5814, -2.9229, 3.5415], [1.5827, 1.2125, -4.8730], [-2.9295, -1.6477, -3.9524], [6.2004, 2.6548, 3.0515], [-0.9607, -0.7486, -0.3742], [2.9188, 0.2427, -5.8720], [-4.4916, -5.5596, -3.5282], [1.9448, 0.6883, -0.1238], [0.6552, -4.6549, 1.4485], [-4.8764, -6.4562, -3.7891], [2.3142, 3.3262, 4.1636], [5.2500, -2.5164, 4.4046], [-2.1982, 0.2679, -5.4950], [-2.7952, 1.5817, -3.6952], [4.2887, -3.7006, -2.5005], [-0.3209, 0.1164, 3.7710], [1.1577, -4.8970, 2.2905], [-1.7902, 2.3130, 1.7734], [-2.2480, 3.4754, -0.8245], [-1.6994, 3.7833, -0.0343], [5.8988, -2.5225, 5.1787], [-4.0329, 2.9084, -4.7903], [-0.3757, -1.4594, 3.0321], [0.7858, 2.5166, 2.5689], [-4.5638, -4.5783, 0.8072], [-3.6889, 1.0810, 0.2288], [-4.2043, 0.4592, 3.1499], [3.4116, -1.7533, 3.3024], [0.7735, 0.2088, 1.0149], [-2.2843, -1.9773, -1.3785], [4.0665, -1.8704, 4.4385], [2.7672, -0.3062, -0.2221], [5.7711, 4.7244, 4.4841], [2.6499, 4.9672, -1.4267], [2.2698, 2.3216, 4.2584], [1.4092, 5.2674, 3.8016], [-3.9578, 3.4306, -3.9291], [4.7113, 3.6214, 1.7768], [-3.9309, -6.3317, -1.5242], [3.7505, -3.5761, -3.3460], [-2.4605, -4.1814, 2.9903], [-1.0237, -1.9546, 3.6279], [-1.7812, -1.3181, -4.2380], [2.7386, -1.0023, 3.2461], [2.3707, 1.8022, -3.1049], [0.0888, 1.0567, 1.0045], [3.4037, -2.5858, -1.5023], [5.3687, 4.6135, 3.5644], [-4.5346, -4.8748, -4.2694], [0.3348, -3.7006, 1.3663], [-1.5436, -2.0697, -0.5842], [2.3299, -6.2172, 1.6603], [0.8070, -5.5026, 0.4913], [3.2556, 0.5729, -3.9421], [0.2595, -5.3863, -0.6215], [-4.2337, -4.1443, 1.6573], [1.2559, 0.5378, -6.6268], [-0.2847, 3.8104, 2.4817], [3.7853, -1.1977, 5.4284], [-1.5861, -1.1928, 4.4732], [-3.7526, 4.5380, -0.1871], [2.1280, 8.2356, -1.5685], [5.5537, 3.6008, 2.7558], [-2.0104, 4.7711, 0.7663], [-4.3538, 0.5711, 2.1573], [-1.2534, 5.2818, 1.5727], [3.8265, -2.1463, 2.4696], [0.5473, 3.4352, 2.9143], [-4.4559, 4.3060, -3.8536], [-2.6432, -1.5350, 4.9987], [2.8386, -2.7234, -3.2898], [-3.4199, -5.6917, 0.5629], [-0.7254, 3.5165, -0.0259], [-4.2204, 3.2784, -1.6921], [-1.4434, 0.7191, 5.0349], [1.5127, 0.9133, -1.3858], [-1.3865, -2.8810, 3.4539], [2.6754, -2.2113, -2.0933], [-3.9179, 2.8283, -2.7612], [3.1935, 3.7015, 4.4896], [1.4270, 4.0912, 3.6189], [-0.5728, -0.0004, -4.9386], [-3.3571, -4.0654, -1.1404], [2.1728, 7.2268, -1.5876], [-3.2838, 1.6883, -2.8177], [-3.9790, -5.4536, -2.3295], [1.5834, 6.4532, -0.6496], [-0.7225, -2.7175, -0.8914], [1.8547, 5.1534, -0.8325], [4.1637, -3.8480, -4.2266], [2.5482, 1.8376, 0.2062], [0.5127, 1.7983, -4.7794]]
}

Entry 3:
{
  "formula": "C4H6ClIO",
  "method": "wB97M-V/def2-TZVPD",
  "e_lumo_ev": -0.28,
  "de_lowest_kcal_mol": 24.7,
  "charge": 0,
  "fmax_ev_per_a": 4.27,
  "smiles": "C=C(C)C(=O)Cl.I",
  "e_tot_ev": -26914.3534,
  "homo_lumo_gap_ev": 9.44,
  "elements": ["H", "H", "C", "I", "H", "C", "H", "O", "Cl", "C", "C", "H", "H"],
  "positions_angstrom": [[-2.0005, -1.6826, 0.4944], [-0.4883, 0.0901, -2.0432], [-0.7923, -0.1356, -0.0410], [4.4828, 0.1787, 0.3079], [-1.7029, 1.1267, -1.5697], [-1.3639, -0.9651, 0.8598], [-1.0443, -1.3841, 1.8420], [0.4406, 0.8666, 1.7473], [1.3004, 1.5695, -0.7061], [0.3073, 0.6992, 0.5265], [-1.3331, 0.1220, -1.3816], [4.1983, 0.1609, 1.8879], [-2.0042, -0.6461, -1.9240]]
}

Entry 4:
{
  "formula": "C7H7Cl2NO",
  "method": "wB97M-V/def2-TZVPD",
  "e_lumo_ev": 0.39,
  "de_lowest_kcal_mol": 48.0,
  "charge": 0,
  "fmax_ev_per_a": 4.54,
  "smiles": "[H]/N=C(\\Cl)[C@H]1C=CC=C[C@@]1(O)Cl",
  "e_tot_ev": -35952.8289,
  "homo_lumo_gap_ev": 9.20,
  "elements": ["H", "H", "C", "C", "C", "Cl", "C", "O", "N", "H", "H", "H", "Cl", "H", "C", "C", "C", "H"],
  "positions_angstrom": [[-0.7970, 2.1286, -0.8731], [-1.2696, -2.5857, 0.8388], [0.3044, 0.7607, 0.4243], [-1.0687, -1.6392, 0.3577], [-0.9159, 1.1671, -0.4542], [0.9998, -1.4267, -1.3002], [0.3401, -1.0682, 0.3312], [1.0512, -1.6265, 1.3370], [1.8109, 1.9001, -1.0691], [-2.8193, 0.9353, -1.1041], [1.9455, -1.3450, 1.2749], [0.0703, 0.7568, 1.4248], [3.0267, 0.8985, 1.0906], [2.7999, 1.9712, -1.4108], [1.7009, 1.3099, 0.0165], [-1.9724, 0.3671, -0.5929], [-2.1401, -0.9915, -0.0787], [-3.0667, -1.5125, -0.2127]]
}

Entry 5:
{
  "formula": "C25H55Cl15N6O8",
  "method": "wB97M-V/def2-TZVPD",
  "e_lumo_ev": -0.03,
  "charge": 0,
  "fmax_ev_per_a": 5.68,
  "e_tot_ev": -239969.6756,
  "homo_lumo_gap_ev": 8.15,
  "elements": ["H", "C", "H", "N", "H", "H", "C", "Cl", "N", "H", "N", "H", "H", "H", "H", "H", "O", "H", "H", "C", "O", "H", "Cl", "H", "C", "H", "H", "H", "C", "H", "H", "H", "H", "H", "Cl", "H", "H", "H", "H", "C", "C", "O", "H", "Cl", "C", "Cl", "H", "H", "H", "H", "Cl", "C", "Cl", "H", "H", "H", "H", "O", "C", "C", "C", "H", "H", "C", "Cl", "H", "Cl", "H", "C", "H", "Cl", "H", "H", "Cl", "Cl", "N", "N", "H", "H", "O", "H", "H", "H", "C", "H", "H", "H", "C", "Cl", "C", "O", "C", "N", "O", "C", "C", "O", "H", "C", "C", "Cl", "C", "H", "H", "Cl", "C", "H", "H", "C"],
  "positions_angstrom": [[-0.3971, 11.2262, -27.6133], [3.5342, 14.8702, -25.0931], [2.6733, 9.8388, -32.1019], [0.2884, 13.1151, -29.9132], [-1.3379, 12.5180, -27.0211], [0.6854, 17.9787, -25.9935], [1.5885, 18.0453, -25.3868], [-3.2067, 13.8025, -20.9941], [3.5204, 9.4716, -29.6673], [0.0422, 13.0401, -30.8898], [-2.0332, 11.5755, -19.0035], [5.3577, 14.6586, -18.6744], [2.5846, 13.8083, -30.8490], [-4.0758, 8.4528, -25.4215], [0.3955, 12.7463, -27.1647], [2.2957, 10.2208, -24.9496], [2.7802, 14.2146, -28.4072], [-4.8465, 12.2965, -20.1043], [2.8280, 11.4672, -32.1044], [-2.1983, 16.4434, -27.2234], [-1.4417, 12.1118, -16.9893], [4.9703, 10.3286, -28.5226], [-1.8809, 18.1704, -27.5921], [4.6010, 11.4345, -22.7130], [-0.7088, 12.5763, -29.1675], [3.2881, 16.5412, -26.4823], [2.2270, 11.2551, -29.5804], [-1.1824, 11.4529, -23.4944], [2.9946, 10.7502, -30.1668], [5.4484, 14.3051, -28.5660], [-4.2411, 10.1939, -25.4717], [6.3520, 19.8466, -28.0667], [2.4579, 18.3589, -25.9646], [-2.0660, 8.5958, -23.0925], [5.0050, 21.6691, -27.7839], [-1.3891, 12.9513, -22.7454], [4.6862, 15.8794, -27.9717], [3.7746, 11.5107, -30.1309], [0.3142, 11.8751, -19.7543], [2.2125, 13.7077, -23.3774], [0.2434, 11.9293, -18.6679], [0.9306, 10.6602, -31.6258], [0.7359, 11.0184, -18.3276], [-1.3268, 15.9572, -25.7698], [5.2780, 19.8839, -27.8845], [5.5796, 10.1204, -20.9978], [-1.7961, 12.7214, -24.4948], [4.0999, 15.3083, -24.2708], [-1.8203, 11.2154, -19.9228], [2.5108, 10.7776, -27.6090], [4.3658, 19.2109, -29.1709], [4.8331, 15.1761, -28.7914], [-6.1021, 13.3032, -22.0018], [-1.8119, 15.8955, -28.0829], [5.3730, 15.6826, -29.5915], [2.9457, 8.6596, -29.8421], [3.8996, 10.7471, -26.5958], [0.1921, 12.8467, -24.0807], [4.6570, 10.3595, -22.5418], [0.2507, 10.3382, -32.7828], [-2.2711, 9.3676, -24.9826], [3.0530, 13.6636, -22.6848], [1.2711, 11.7046, -22.7959], [1.8948, 9.3344, -25.4413], [4.3730, 15.3287, -20.6837], [0.6051, 9.3892, -33.1852], [2.9429, 9.7055, -22.3420], [0.7416, 12.8386, -18.3317], [-1.0810, 12.5190, -23.6975], [4.6362, 8.5753, -28.1519], [6.8501, 14.1688, -20.4793], [3.8280, 14.8981, -31.2378], [0.6083, 13.0794, -22.0553], [-4.2258, 11.1775, -21.9808], [6.5735, 16.6401, -19.2662], [-1.5336, 8.9672, -23.8663], [3.4758, 14.2072, -30.5907], [1.4098, 18.7861, -24.6074], [-4.1602, 9.3362, -23.9533], [-1.5864, 9.5394, -26.0051], [-0.8366, 10.2697, -32.7502], [1.1739, 13.3928, -29.5145], [0.9238, 9.5664, -25.8788], [2.6107, 15.9340, -25.8819], [0.4814, 11.1949, -33.4160], [1.8750, 14.7418, -23.3079], [1.7665, 15.5073, -26.4235], [2.3025, 10.6964, -31.5405], [5.5571, 9.5827, -23.8277], [5.7475, 15.1395, -19.5715], [2.0266, 16.7748, -24.8304], [3.2978, 10.1150, -27.2488], [2.8319, 13.6021, -24.7338], [2.8830, 9.0172, -26.4750], [-1.1563, 11.8965, -18.1531], [-4.6036, 12.6445, -21.1083], [-1.7387, 12.2163, -29.6890], [2.0252, 13.5265, -25.3369], [-3.7351, 9.3777, -24.9561], [-0.4757, 12.3125, -27.6555], [5.0271, 19.0499, -26.3316], [4.2156, 9.5586, -28.3622], [1.9080, 8.4933, -24.7481], [4.4093, 14.6343, -25.6986], [-3.9908, 16.2090, -27.0250], [3.6193, 14.4211, -29.2436], [-0.5677, 8.7265, -24.0374], [-2.8939, 11.3204, -18.5407], [1.0425, 12.7508, -22.9995]]
}

Entry 6:
{
  "formula": "C12H21ClN3O4Pd",
  "method": "wB97M-V/def2-TZVPD",
  "s_squared": 2.02,
  "e_lumo_ev": [-6.89, -9.91],
  "de_lowest_kcal_mol": 74.3,
  "spin_multiplicity": 3,
  "charge": 1,
  "fmax_ev_per_a": 5.18,
  "e_tot_ev": -41424.0088,
  "homo_lumo_gap_ev": [6.64, 3.62],
  "elements": ["Pd", "C", "O", "H", "O", "H", "C", "C", "H", "H", "C", "H", "Cl", "C", "H", "C", "C", "C", "H", "N", "H", "H", "O", "H", "C", "N", "O", "H", "H", "H", "H", "C", "H", "N", "C", "H", "H", "C", "H", "H", "H", "H"],
  "positions_angstrom": [[-0.1808, -5.3024, 0.6610], [-1.6952, 1.2423, -4.2925], [0.2419, -0.2614, 1.0888], [2.1427, -0.5203, -1.8471], [-0.4957, -1.2646, -0.9386], [-1.9326, 0.6589, 5.0991], [-3.4312, 0.4371, -1.8443], [-2.2399, -1.3726, 4.3477], [-1.6161, 0.3909, 3.4521], [2.7853, 1.1334, -1.2210], [-1.3693, 1.7520, -2.9697], [0.7023, -0.9851, 4.2259], [-0.6120, -1.3244, 0.4952], [3.4984, 0.5833, -3.1654], [-2.9669, -0.4985, -1.5326], [4.7193, 1.4796, -3.0491], [2.9631, 0.1885, -1.7344], [-2.2553, -2.3421, 5.4907], [0.2975, -0.4241, 5.6960], [-2.0670, 0.9021, -5.3171], [-4.1363, 0.6479, -1.0402], [0.7482, 0.7056, 4.4340], [-1.9896, -1.1952, 0.9214], [-3.9443, 0.3256, -2.7994], [4.0775, -0.4359, -0.9221], [-2.2135, -3.1135, 6.3602], [-0.2061, -2.6661, 0.7927], [-1.8909, 1.5149, -0.8878], [-3.2571, -1.2441, 3.9777], [-0.9653, 2.7607, -3.0563], [4.8649, 1.9855, -4.0035], [-2.3906, 1.5461, -1.8560], [3.6040, -0.2505, -3.8595], [4.9315, -0.8329, -0.1848], [-1.4035, -0.0260, 4.4365], [-0.4271, 1.2962, -2.6653], [-1.7821, -2.0097, 3.5909], [0.1268, -0.1631, 4.6516], [-3.0019, 2.4485, -1.8532], [2.6507, 1.1648, -3.5280], [5.5491, 0.8032, -2.8442], [4.5672, 2.2654, -2.3091]]
}